{
  "formula": "C27H25N3O7",
  "method": "ωB97M-V/def2-TZVPD",
  "homo_lumo_gap_ha": 0.3087,
  "e_above_lowest_kcal_mol": 0.0,
  "e_homo_ha": -0.288,
  "smiles": "COc1ccc(NC(=O)N(Cc2ccc3c(c2)OCO3)[C@H]2CC(=O)N(c3ccc(OC)cc3)C2=O)cc1",
  "symbols": ["C", "H", "O", "C", "C", "C", "C", "C", "C", "H", "H", "N", "C", "O", "N", "C", "C", "C", "C", "C", "C", "C", "H", "O", "C", "O", "H", "H", "H", "H", "H", "H", "C", "C", "C", "O", "N", "C", "O", "C", "C", "C", "C", "C", "C", "H", "H", "O", "C", "H", "H", "H", "H", "H", "H", "H", "H", "H", "H", "H", "H", "H"],
  "coordinates": [[-3.921, 5.786, -2.501], [-4.612, 6.077, -3.290], [-4.011, 4.386, -2.411], [-3.237, 3.742, -1.491], [-2.358, 4.363, -0.612], [-1.624, 3.603, 0.282], [-1.751, 2.219, 0.321], [-2.632, 1.597, -0.560], [-3.360, 2.352, -1.453], [-4.043, 1.881, -2.141], [-2.729, 0.525, -0.547], [-0.996, 1.525, 1.275], [-0.766, 0.184, 1.336], [-1.259, -0.650, 0.595], [0.066, -0.221, 2.356], [0.688, 0.674, 3.305], [1.607, 1.696, 2.664], [1.698, 2.972, 3.202], [2.532, 3.944, 2.653], [3.260, 3.585, 1.546], [3.171, 2.302, 0.998], [2.355, 1.338, 1.536], [2.282, 0.360, 1.089], [3.995, 2.217, -0.086], [4.601, 3.484, -0.218], [4.139, 4.333, 0.812], [5.696, 3.380, -0.145], [4.343, 3.918, -1.197], [2.601, 4.933, 3.074], [1.112, 3.223, 4.073], [1.269, 0.064, 4.002], [-0.083, 1.187, 3.896], [0.360, -1.637, 2.368], [-0.789, -2.527, 2.843], [-0.941, -3.590, 1.771], [-1.642, -4.563, 1.822], [-0.101, -3.265, 0.722], [0.641, -2.125, 0.937], [1.452, -1.646, 0.191], [-0.073, -3.982, -0.502], [1.140, -4.312, -1.085], [1.174, -5.007, -2.281], [-0.012, -5.386, -2.901], [-1.230, -5.050, -2.304], [-1.263, -4.351, -1.119], [-2.205, -4.087, -0.667], [-2.141, -5.347, -2.798], [-0.095, -6.074, -4.071], [1.096, -6.432, -4.729], [1.682, -5.550, -5.008], [0.788, -6.959, -5.630], [1.711, -7.098, -4.114], [2.132, -5.246, -2.715], [2.064, -4.018, -0.612], [-1.723, -1.966, 2.888], [-0.620, -2.990, 3.814], [1.267, -1.797, 2.957], [-0.409, 2.120, 1.841], [-0.940, 4.097, 0.959], [-2.230, 5.434, -0.611], [-4.219, 6.270, -1.565], [-2.909, 6.109, -2.770]]
}

---

{
  "formula": "C27H25N5O2Sc",
  "method": "ωB97M-V/def2-TZVPD",
  "homo_lumo_gap_ha": 0.2284,
  "e_above_lowest_kcal_mol": 52.8,
  "total_charge": 1,
  "e_homo_ha": -0.353,
  "symbols": ["Sc", "O", "C", "N", "C", "C", "C", "C", "C", "C", "N", "C", "O", "C", "C", "C", "C", "C", "N", "C", "C", "C", "C", "C", "N", "H", "H", "H", "H", "H", "H", "H", "H", "H", "H", "H", "H", "C", "N", "C", "C", "C", "C", "C", "C", "C", "C", "H", "H", "H", "H", "H", "H", "H", "H", "H", "H", "H", "H", "H"],
  "coordinates": [[-0.831, -0.011, 0.595], [-3.149, 3.602, 1.136], [-2.433, 2.711, 0.720], [-2.445, 1.389, 1.021], [-3.448, 0.895, 1.902], [-4.696, 1.484, 2.098], [-5.611, 0.898, 2.957], [-5.289, -0.265, 3.633], [-4.047, -0.853, 3.461], [-3.119, -0.280, 2.596], [-1.839, -0.825, 2.309], [-1.217, -1.577, 3.251], [-1.549, -1.785, 4.401], [0.040, -2.234, 2.741], [0.819, -2.956, 3.634], [1.928, -3.632, 3.166], [2.196, -3.589, 1.804], [1.369, -2.842, 0.991], [0.317, -2.148, 1.434], [-1.350, 3.084, -0.256], [-1.160, 4.430, -0.546], [-0.171, 4.793, -1.437], [0.585, 3.786, -2.023], [0.323, 2.477, -1.677], [-0.621, 2.109, -0.804], [-4.952, 2.391, 1.581], [-6.581, 1.359, 3.092], [-6.007, -0.725, 4.300], [-3.797, -1.749, 4.004], [0.519, -2.975, 4.672], [2.564, -4.194, 3.837], [3.037, -4.121, 1.382], [1.553, -2.801, -0.073], [-1.805, 5.141, -0.050], [0.012, 5.834, -1.669], [1.373, 4.014, -2.728], [0.917, 1.679, -2.094], [0.245, -0.498, -4.026], [1.375, -1.443, -3.852], [2.591, -0.940, -4.539], [1.582, -1.837, -2.392], [2.113, -0.775, -1.451], [3.495, -0.556, -1.427], [4.064, 0.317, -0.518], [3.237, 0.941, 0.406], [1.879, 0.683, 0.386], [1.236, -0.171, -0.536], [0.042, -0.366, -5.087], [0.508, 0.458, -3.588], [-0.644, -0.884, -3.533], [1.113, -2.310, -4.320], [2.907, -0.009, -4.079], [2.362, -0.766, -5.588], [3.389, -1.674, -4.465], [2.255, -2.697, -2.414], [0.600, -2.159, -2.049], [4.147, -1.110, -2.093], [5.133, 0.481, -0.505], [3.656, 1.610, 1.148], [1.282, 1.196, 1.159]]
}

---

{
  "formula": "C27H25N5O3S",
  "method": "ωB97M-V/def2-TZVPD",
  "homo_lumo_gap_ha": 0.3054,
  "e_above_lowest_kcal_mol": 0.0,
  "e_homo_ha": -0.327,
  "smiles": "O=C(Nc1cccc(S(=O)(=O)NC2=NCCCCC2)c1)c1cc(-c2ccncc2)nc2ccccc12",
  "symbols": ["O", "C", "N", "C", "C", "C", "C", "C", "C", "H", "H", "H", "S", "O", "O", "N", "C", "N", "C", "C", "C", "C", "H", "H", "C", "H", "H", "H", "H", "H", "H", "H", "H", "H", "H", "H", "C", "C", "C", "N", "C", "C", "C", "C", "C", "C", "H", "H", "H", "H", "C", "C", "C", "N", "C", "C", "H", "H", "H", "H", "H"],
  "coordinates": [[1.522, 1.763, 2.211], [1.365, 1.096, 1.215], [0.248, 1.107, 0.426], [-0.966, 1.762, 0.634], [-1.988, 1.525, -0.284], [-3.218, 2.106, -0.086], [-3.472, 2.943, 0.981], [-2.446, 3.194, 1.880], [-1.203, 2.606, 1.718], [-0.414, 2.791, 2.427], [-2.615, 3.848, 2.722], [-4.449, 3.386, 1.085], [-4.525, 1.702, -1.226], [-5.454, 2.788, -1.332], [-3.988, 1.145, -2.429], [-5.397, 0.519, -0.382], [-4.877, -0.735, -0.154], [-3.619, -0.827, -0.202], [-2.867, -2.041, -0.050], [-3.547, -3.324, -0.535], [-4.530, -3.908, 0.480], [-5.395, -2.841, 1.151], [-4.823, -2.330, 1.928], [-6.241, -3.329, 1.639], [-5.916, -1.795, 0.166], [-6.237, -2.273, -0.763], [-6.787, -1.294, 0.596], [-5.171, -4.632, -0.028], [-3.979, -4.447, 1.255], [-2.781, -4.070, -0.758], [-4.059, -3.095, -1.471], [-1.952, -1.882, -0.633], [-2.568, -2.142, 1.001], [-6.395, 0.645, -0.393], [-1.858, 0.881, -1.138], [0.266, 0.525, -0.401], [2.423, 0.177, 0.682], [3.679, 0.683, 0.463], [4.687, -0.157, -0.066], [4.468, -1.421, -0.336], [3.259, -1.955, -0.099], [3.073, -3.326, -0.380], [1.870, -3.924, -0.131], [0.810, -3.186, 0.418], [0.954, -1.853, 0.693], [2.173, -1.197, 0.425], [0.138, -1.303, 1.139], [-0.127, -3.680, 0.629], [1.729, -4.974, -0.342], [3.910, -3.875, -0.782], [6.041, 0.347, -0.336], [6.305, 1.689, -0.605], [7.614, 2.069, -0.850], [8.635, 1.230, -0.843], [8.385, -0.046, -0.596], [7.118, -0.539, -0.340], [6.946, -1.585, -0.144], [9.248, -0.699, -0.606], [7.861, 3.101, -1.064], [5.513, 2.421, -0.645], [3.887, 1.714, 0.703]]
}

---

{
  "formula": "C27H25N8O4SSn",
  "method": "ωB97M-V/def2-TZVPD",
  "homo_lumo_gap_ha": [0.2289, 0.2289],
  "e_above_lowest_kcal_mol": 86.5,
  "total_charge": -1,
  "e_homo_ha": [-0.156, -0.156],
  "symbols": ["Sn", "O", "C", "O", "C", "C", "C", "C", "C", "C", "C", "C", "C", "N", "H", "H", "H", "H", "H", "H", "N", "C", "C", "C", "C", "C", "C", "S", "O", "O", "N", "C", "N", "C", "C", "C", "N", "H", "H", "H", "H", "H", "H", "H", "H", "H", "C", "C", "C", "C", "C", "H", "H", "H", "H", "H", "H", "H", "H", "H", "H", "N", "C", "N", "C", "N"],
  "coordinates": [[0.190, -0.302, -0.319], [4.335, -0.479, 0.719], [3.228, -0.489, 0.198], [2.103, -0.522, 0.804], [3.136, -0.504, -1.322], [4.322, -0.544, -2.083], [4.228, -0.575, -3.442], [2.952, -0.604, -4.051], [2.769, -0.698, -5.449], [1.513, -0.801, -5.976], [0.383, -0.790, -5.134], [0.525, -0.653, -3.783], [1.813, -0.571, -3.208], [1.940, -0.499, -1.855], [5.265, -0.553, -1.556], [5.112, -0.595, -4.068], [3.644, -0.705, -6.088], [1.378, -0.896, -7.046], [-0.602, -0.912, -5.564], [-0.322, -0.614, -3.111], [2.018, 1.215, 7.429], [1.322, 1.416, 6.238], [0.031, 1.950, 6.257], [-0.642, 2.188, 5.074], [-0.026, 1.906, 3.868], [1.259, 1.386, 3.827], [1.932, 1.147, 5.011], [-0.919, 2.111, 2.351], [-2.235, 2.617, 2.654], [-0.118, 2.908, 1.451], [-0.956, 0.639, 1.688], [-1.271, -0.484, 2.332], [-0.983, -1.598, 1.601], [-1.279, -2.778, 2.110], [-1.874, -2.909, 3.355], [-2.105, -1.726, 4.042], [-1.813, -0.528, 3.566], [1.446, 1.094, 8.247], [2.779, 0.559, 7.377], [-0.442, 2.165, 7.209], [-1.651, 2.578, 5.060], [1.721, 1.158, 2.873], [2.936, 0.739, 4.991], [-1.025, -3.636, 1.497], [-2.129, -3.872, 3.772], [-2.550, -1.738, 5.034], [-2.737, -0.192, -2.459], [-2.339, 1.169, -1.884], [-2.529, 2.260, -2.974], [-3.219, 1.493, -0.675], [-0.856, 1.308, -1.715], [-3.803, -0.219, -2.699], [-2.531, -0.972, -1.720], [-2.165, -0.419, -3.361], [-3.563, 2.224, -3.325], [-1.863, 2.082, -3.818], [-2.328, 3.254, -2.570], [-4.272, 1.566, -0.966], [-2.920, 2.423, -0.191], [-3.126, 0.701, 0.068], [-0.661, 2.163, -1.044], [-0.170, -2.356, -1.253], [-0.304, -2.876, -2.301], [-0.463, -3.544, -3.355], [-0.657, -3.228, -4.603], [-0.832, -3.033, -5.734]]
}